No. 1
# C4H9IOPS

The ion C4H9IOPS with charge +1 in a non-equilibrium geometry (ωB97M-V/def2-TZVPD, the OMol25 dataset).

E_HOMO, Ha: -0.4662
Frontier orbital gap, Eh: 0.305
Lowest unoccupied orbital energy, eV: -4.39
Energy relative to the best compared isomer or geometry (same formula, charge and spin), kJ/mol: 7.2
Net charge: +1

Last column: Mulliken charge in e.
Atoms and positions in Å:
1 C -0.33630 -1.49294 0.97929  -0.29
2 C 0.51035 -1.97459 -0.25116  -0.61
3 C -1.76917 1.78512 -0.20556  -1.08
4 C -0.60799 1.04903 -0.85622  -0.46
5 O 1.49847 0.67132 0.81728  -0.35
6 P 0.34451 -0.21573 0.07951  0.61
7 S 2.95557 0.15440 1.43622  0.01
8 I 4.47956 0.04289 -0.40922  0.17
9 H -1.29715 -1.80374 0.69997  0.35
10 H -0.12427 -1.63722 2.11281  0.30
11 H 1.50106 -2.34103 -0.16691  0.27
12 H -0.11809 -2.38366 -0.93848  0.32
13 H -1.70540 2.76824 0.13180  0.34
14 H -2.44209 1.90875 -1.01031  0.36
15 H -2.13768 1.09085 0.47440  0.32
16 H 0.25846 1.74486 -1.10638  0.29
17 H -1.00984 0.63345 -1.78705  0.44

Forces on atoms 1 to 2 (eV/Å):
C 0.75 -1.12 2.86
C 1.61 2.37 2.23

***

No. 2
# C4H9IOS

A cluster of 2 separate species, C4H9IOS in total in a non-equilibrium geometry (ωB97M-V/def2-TZVPD, the OMol25 dataset).

E_HOMO, Ha: -0.2881
Frontier orbital gap, Eh: 0.307
Lowest unoccupied orbital energy, eV: 0.52
Energy relative to the best compared isomer or geometry (same formula, charge and spin), kJ/mol: 329.1
Net charge: 0

Last column: Mulliken charge in e.
Atoms and positions in Å:
1 C 0.28736 2.53732 -1.43989  -0.97
2 C -1.58598 -1.81964 1.05164  -0.17
3 C 1.09789 1.41001 -0.85512  -0.38
4 C 0.43721 -1.12819 0.53428  -0.66
5 O -1.37175 -3.06790 1.38415  -0.45
6 S 0.48036 0.72377 0.79493  -0.09
7 I 1.89980 -2.28325 1.47314  0.04
8 H -0.60587 2.37384 -2.01629  0.30
9 H -0.14180 3.21278 -0.62004  0.25
10 H 0.92532 3.25433 -2.06526  0.28
11 H -2.23318 -1.76101 0.13744  0.27
12 H -1.65998 -1.13880 1.92078  0.28
13 H 2.06156 1.62629 -0.52151  0.35
14 H 1.00335 0.61237 -1.51265  0.29
15 H 0.48108 -1.31308 -0.60742  0.31
16 H -1.07541 -3.23884 2.34182  0.36

Forces on atoms 1 to 2 (eV/Å):
C 0.28 3.61 1.22
C 3.05 2.11 -0.16

***

No. 3
# C4H9N

A cluster of 2 separate species, C4H9N in total in a non-equilibrium geometry (ωB97M-V/def2-TZVPD, the OMol25 dataset).

E_HOMO, Ha: -0.2914
Frontier orbital gap, Eh: 0.288
Lowest unoccupied orbital energy, eV: -0.10
Energy relative to the best compared isomer or geometry (same formula, charge and spin), kJ/mol: 495.2
Net charge: 0

Last column: Mulliken charge in e.
Atoms and positions in Å:
1 C 2.25406 0.05975 -0.33574  -0.77
2 N 1.18561 -0.50559 0.42820  -0.29
3 C -0.07411 0.15330 0.59998  -0.67
4 C -2.47764 0.27744 -0.26511  -0.86
5 C -1.08585 -0.15674 -0.22787  0.16
6 H 2.37935 -0.25970 -1.38133  0.28
7 H 1.82094 1.06791 -0.48473  0.25
8 H 3.24169 0.25210 0.09592  0.30
9 H 1.17727 -1.50556 0.53840  0.21
10 H -1.48432 1.69921 -0.49697  0.18
11 H -0.19976 0.50509 1.62276  0.38
12 H -3.10474 -0.11652 -1.04075  0.24
13 H -2.92369 0.72790 0.61183  0.34
14 H -0.78848 -0.89578 -0.97674  0.26

Forces on atoms 1 to 2 (eV/Å):
C -1.13 2.42 -1.00
N 0.55 -1.21 0.61